(1)
9
Properties=species:S:1:pos:R:3:lowdin_charge:R:1 method="wB97M-V/def2-TZVPD" largest_force_ev_per_a=3.147 homo_lumo_gap_ha=0.4049 relative_energy_kj_mol=79.4 lumo_energy_ev=0.41 e_tot_ha=-229.2948
O 19.259 23.134 -12.468 -0.026
H 19.046 22.860 -13.324 0.010
H 19.748 22.294 -12.328 0.063
H 19.161 24.425 -8.413 0.005
H 19.835 23.702 -9.475 -0.041
H 21.950 22.668 -10.641 0.040
H 20.971 23.465 -11.333 -0.002
O 18.968 23.910 -9.165 -0.038
O 21.290 23.308 -10.468 -0.009

(2)
16
Properties=species:S:1:pos:R:3:lowdin_charge:R:1 method="wB97M-V/def2-TZVPD" charge=+1 largest_force_ev_per_a=0.442 homo_lumo_gap_ha=0.3341 relative_energy_kj_mol=118.8 lumo_energy_ev=-4.57 e_tot_ha=-350.1990
H -0.390 1.443 0.708 0.125
C -1.411 -0.371 0.054 -0.230
C 2.737 0.678 0.099 0.047
C 2.241 -0.537 0.083 -0.197
N -1.392 -1.600 0.369 0.289
H -2.150 1.399 1.095 0.136
H 3.630 0.873 0.661 0.069
H -1.199 -1.915 1.319 0.171
H 2.300 1.496 -0.447 0.068
H 2.634 -1.412 0.577 0.112
H -0.913 0.775 -1.738 0.132
C -1.354 1.009 0.472 0.005
C -1.656 0.613 -0.970 0.000
H -2.670 0.706 -1.338 0.136
H -1.509 -2.320 -0.343 0.172
F 1.103 -0.838 -0.601 -0.035

(3)
40
Properties=species:S:1:pos:R:3:lowdin_charge:R:1 method="wB97M-V/def2-TZVPD" charge=-1 largest_force_ev_per_a=2.981 homo_lumo_gap_ha=0.2795 lumo_energy_ev=3.03 e_tot_ha=-813.0172
H -3.243 -0.319 1.565 0.077
H 0.738 -0.120 -0.531 0.041
H 4.862 -0.335 1.202 0.097
C -0.766 -0.571 0.823 -0.490
C -2.718 1.374 -3.368 -0.090
In 1.182 1.568 1.739 0.447
C -2.197 -0.061 1.436 -0.019
C 3.374 1.156 1.680 -0.335
H 3.489 -1.908 -0.843 0.065
C -5.072 1.856 -3.301 -0.116
H -0.617 1.078 -0.393 0.034
H 0.540 1.092 3.338 -0.115
H 4.344 -2.889 2.059 0.065
H -6.193 0.821 -1.793 0.094
H 4.134 -1.461 3.103 0.071
H 1.884 -2.381 -0.357 0.061
H 1.984 -1.124 1.491 0.069
C 2.913 -2.302 -0.005 -0.074
C 0.077 0.435 0.145 -0.268
C -3.821 2.055 -3.867 -0.112
H 3.266 -3.313 0.203 0.058
H 3.779 1.173 2.696 0.015
H -4.219 -0.398 -0.917 0.095
H -1.903 -0.592 2.381 0.052
C -4.115 0.290 -1.745 -0.082
C -5.218 0.974 -2.239 -0.103
H 2.864 -2.659 2.981 0.072
C 3.635 -2.137 2.409 -0.082
C -2.863 0.489 -2.308 -0.078
H -5.932 2.391 -3.685 0.091
O -1.870 -1.119 0.278 -0.147
H 0.886 3.310 1.551 -0.137
H 3.822 2.020 1.179 0.009
H 3.841 0.110 -0.146 0.090
C 3.013 -1.371 1.231 -0.436
H -0.247 -1.264 1.495 0.114
H -3.704 2.744 -4.696 0.092
H -2.010 -0.043 -1.913 0.085
C 3.822 -0.105 0.925 -0.307
H -1.740 1.534 -3.804 0.099

(4)
15
Properties=species:S:1:pos:R:3:lowdin_charge:R:1 method="wB97M-V/def2-TZVPD" largest_force_ev_per_a=2.781 homo_lumo_gap_ha=0.3836 relative_energy_kj_mol=63.9 lumo_energy_ev=1.07 e_tot_ha=-295.7358
H -2.763 -0.341 -0.599 0.060
H -0.974 -0.665 0.987 0.131
C 1.249 0.957 0.841 -0.132
C -2.034 0.183 -1.197 0.068
H 1.945 -0.774 -0.059 0.113
H 2.016 1.227 1.558 0.058
F 0.201 0.362 -1.792 0.058
H -0.354 -1.966 -0.034 0.098
C -0.748 -0.184 -1.037 -0.386
C -0.278 -0.937 0.165 -0.177
H -2.355 0.798 -2.055 0.072
H 1.483 1.510 -0.129 0.084
C 1.109 -0.556 0.635 -0.265
H 1.270 -1.068 1.619 0.117
H 0.233 1.452 1.098 0.102

(5)
76
Properties=species:S:1:pos:R:3:lowdin_charge:R:1 method="wB97M-V/def2-TZVPD" charge=+1 largest_force_ev_per_a=1.157 homo_lumo_gap_ha="0.2441 / 0.2670" relative_energy_kj_mol=95.4 lumo_energy_ev="-3.36 / -3.56" spin_multiplicity=3 e_tot_ha=-2628.4169
C 3.667 2.431 -0.348 -0.007
C 2.881 2.439 -2.627 -0.023
C 1.194 -0.810 2.152 -0.073
C -2.923 0.237 3.221 -0.083
F 5.684 5.934 -1.582 0.144
C -5.000 1.513 4.567 -0.062
C -2.182 -3.737 -0.737 -0.278
H 5.627 -3.129 0.482 0.113
N -0.639 -2.468 -1.972 0.003
P -2.035 1.184 -1.453 0.668
C 3.855 3.365 -2.960 0.002
C -1.819 -4.116 -3.206 -0.035
H 3.937 3.725 -3.975 0.123
O 1.192 -2.568 -0.036 -0.248
H -2.394 -3.295 2.400 0.145
H -2.569 -4.895 -3.252 0.129
H 3.674 -0.203 2.912 0.120
N -3.206 -4.556 0.870 0.060
C 4.796 -1.610 1.744 -0.074
C 4.722 -2.619 0.787 -0.054
H -2.151 3.307 -0.418 0.074
C 4.637 3.354 -0.681 0.004
H 5.328 3.712 0.071 0.130
H 2.210 2.070 -3.392 0.110
F 7.032 4.309 -2.068 0.146
C 0.979 0.151 -0.603 -0.159
C -1.833 -0.392 2.465 -0.424
H -5.803 2.009 5.096 0.112
C 5.808 4.814 -2.321 -0.580
H 3.593 2.051 0.662 0.113
N 0.082 -1.499 2.189 -0.099
H -3.905 1.053 6.357 0.125
H 1.234 0.134 2.704 0.155
O -1.931 -0.192 5.386 0.078
C -2.899 0.333 4.623 -0.262
C 3.519 -2.977 0.200 0.008
H -1.353 1.246 -3.758 0.066
H -4.026 0.573 -2.652 0.066
C -3.801 1.184 -1.779 -0.143
C -2.445 -3.581 1.362 -0.081
C 2.417 -1.335 1.586 -0.184
H 0.776 -1.400 -3.025 0.121
C -5.047 1.404 3.176 -0.081
H -0.141 1.938 -2.658 0.031
C 2.775 1.962 -1.322 -0.241
O -1.581 -0.278 -1.297 -0.517
H -4.027 0.668 1.445 0.091
H 5.749 -1.346 2.178 0.108
C -3.946 0.986 5.279 0.002
H -4.139 2.204 -1.958 0.068
C 0.032 -2.186 -3.083 -0.061
N -1.781 -3.028 0.363 0.030
C -1.205 1.881 -2.885 -0.141
H -1.310 -0.689 4.814 0.071
C -1.760 2.339 -0.102 -0.139
O -1.814 -0.270 1.167 -0.228
W -0.348 -1.297 0.032 1.686
C -0.235 -2.883 -4.255 -0.076
C 4.730 3.820 -1.988 -0.114
C 2.358 -2.306 0.569 -0.329
C 3.643 -0.966 2.143 -0.027
F 5.785 5.178 -3.613 0.141
H -0.694 2.423 0.098 0.059
H -2.273 2.018 0.802 0.037
H -4.335 0.777 -0.920 0.053
N -0.875 -1.011 3.088 0.054
H -3.830 -5.174 1.365 0.175
H 3.471 -3.741 -0.564 0.121
H -1.583 2.880 -3.102 0.069
H 0.320 -2.660 -5.157 0.120
C -4.014 0.771 2.523 -0.044
C 1.791 0.990 -0.956 -0.080
C -1.560 -3.445 -2.019 -0.160
N -3.046 -4.684 -0.459 0.158
H -5.882 1.809 2.622 0.103
N -1.160 -3.832 -4.320 0.114

(6)
183
Properties=species:S:1:pos:R:3:lowdin_charge:R:1 method="wB97M-V/def2-TZVPD" largest_force_ev_per_a=2.380 homo_lumo_gap_ha=0.3211 lumo_energy_ev=0.09 e_tot_ha=-3464.4962
H 4.661 4.875 1.737 0.085
H 14.148 8.356 -2.769 0.121
H 10.703 6.784 -1.325 0.111
H 0.665 -1.043 -4.779 0.019
H -2.867 -6.111 1.131 0.080
C -5.829 4.243 -2.826 -0.237
H -9.290 2.918 7.972 0.125
H 9.224 -7.289 0.358 0.070
O 15.680 7.036 -2.260 -0.191
H -11.854 2.977 7.856 0.118
H -2.751 -9.271 -9.026 0.103
H 2.495 -4.415 -1.394 0.111
H -6.881 0.930 2.369 0.088
O -1.125 -7.005 1.817 -0.113
H 1.738 2.517 8.743 0.027
H -7.911 4.189 6.407 0.116
H -6.862 2.754 -3.819 0.121
C 3.588 6.381 2.553 -0.214
H -9.456 4.352 9.037 0.118
H 12.257 5.589 -3.457 0.096
H 2.584 3.494 0.362 0.073
H -8.172 0.844 -2.765 0.118
H -4.745 -10.145 -7.968 0.081
C -8.241 5.989 5.509 -0.219
C 16.734 7.971 -2.536 -0.101
C -4.491 -4.291 -6.156 -0.191
N 4.614 5.356 2.623 -0.048
H 9.652 2.945 -4.943 0.089
C -2.177 -10.070 -9.494 -0.212
H 11.302 5.181 -1.229 0.108
O 0.107 -0.274 -4.885 -0.053
C -3.790 0.768 9.055 -0.180
H -10.327 5.519 7.284 0.110
H -9.032 9.083 4.974 0.088
H 4.361 4.713 4.593 0.117
N 12.129 6.378 -2.839 -0.058
C -0.315 -9.496 -8.064 -0.210
H 1.772 5.310 1.975 0.115
H -5.970 -4.753 -7.301 0.074
H 2.934 -2.724 -0.034 0.111
C 1.876 -3.566 -1.683 -0.183
C 9.772 5.388 -2.698 -0.193
H 3.114 4.156 -1.118 0.084
H 4.138 -2.458 -3.912 0.087
H -6.218 -0.060 1.239 0.069
H -2.630 2.236 8.555 0.075
O 1.230 3.311 8.575 -0.055
O -5.018 -4.673 -7.399 -0.106
H 1.457 4.530 -0.536 0.083
H -8.426 7.877 3.757 0.081
C -8.383 8.227 4.788 -0.115
H 5.769 -6.684 7.057 0.068
H -0.827 -8.578 -7.777 0.119
H 13.312 6.864 -1.114 0.126
C -5.021 6.247 -1.865 -0.085
H -5.949 4.833 -3.735 0.111
C -7.001 3.229 -2.847 -0.229
H -13.935 5.071 9.820 0.088
C 3.901 -7.057 6.610 -0.161
H -1.625 -9.542 -10.272 0.117
H 3.485 -7.702 7.384 0.071
H 3.188 6.546 3.553 0.120
H 1.792 4.024 8.880 0.029
C 5.078 3.092 3.400 -0.226
O -5.973 5.140 -1.747 -0.185
H 1.799 -0.932 1.287 0.106
H 0.857 -3.926 -1.824 0.121
H -0.325 -11.118 -4.113 0.094
C 9.197 -7.871 -0.564 -0.162
O 3.068 5.623 0.296 -0.182
H 1.283 -10.347 -4.290 0.084
C 1.233 -1.824 1.554 -0.204
C 13.397 6.451 -2.119 -0.213
C 5.855 1.842 1.524 -0.097
H 1.915 6.875 1.428 0.114
H -4.665 0.391 9.585 0.080
C 3.807 -2.972 -3.009 -0.100
H -8.735 5.557 4.638 0.124
O -0.143 -10.396 -5.866 -0.211
O -3.128 -0.091 -1.166 -0.052
C -7.884 0.322 -0.702 -0.208
N -1.271 -10.509 -8.462 -0.074
H 16.489 9.028 -2.424 0.083
H -0.956 0.746 3.093 0.086
H 4.331 -7.751 5.887 0.072
C 11.047 5.959 -1.948 -0.203
O -1.038 -0.837 1.860 -0.223
O 2.362 -3.039 -2.950 -0.212
H -2.805 -7.865 1.077 0.077
H -9.016 1.910 -1.689 0.115
H 6.662 2.409 1.059 0.087
H 17.536 7.738 -1.835 0.081
H 3.149 4.033 3.511 0.114
H -13.914 3.689 8.884 0.085
C 0.596 -10.090 -7.002 -0.252
N 0.890 -2.536 0.352 -0.076
N -6.955 2.319 -1.764 -0.070
H -3.107 -0.094 -0.209 0.013
O 4.821 2.639 2.098 -0.207
H 0.155 -1.206 3.446 0.108
C -3.117 -11.166 -10.117 -0.163
H -7.343 8.548 4.856 0.078
H 0.985 -11.864 -5.208 0.088
O 4.929 -6.233 7.164 -0.126
H 0.134 -2.030 -0.088 0.109
H -5.370 6.951 -2.620 0.083
H -7.668 -0.709 1.992 0.089
O -4.314 -11.613 -9.450 -0.195
C -2.210 -6.961 0.947 -0.194
H -3.475 -3.933 -6.327 0.075
H 1.909 -2.502 2.075 0.114
O -12.109 4.583 9.031 -0.201
H -4.321 -5.093 -5.438 0.072
H 5.512 1.262 0.667 0.078
H 9.255 6.114 -3.327 0.116
C -8.465 5.075 6.719 -0.237
H 4.014 7.322 2.206 0.114
H -7.048 2.695 -0.831 0.115
H -7.167 6.126 5.390 0.118
C -5.120 -10.655 -8.856 -0.149
H 1.448 -9.443 -6.793 0.119
C 4.194 4.333 3.585 -0.218
H -0.570 -2.574 2.771 0.119
N -9.829 4.692 6.988 -0.046
H 14.509 7.026 -3.880 0.122
H -4.871 3.731 -2.918 0.121
H 4.716 2.405 4.165 0.119
C 2.013 -2.519 -0.581 -0.228
H 3.106 -6.508 6.106 0.076
H 9.057 4.957 -1.997 0.113
H 10.036 -8.553 -0.429 0.068
C -8.065 1.396 -1.832 -0.212
H -3.990 0.262 -1.386 0.018
H -2.934 0.357 9.592 0.071
H -4.986 -3.450 -5.671 0.076
H 8.675 4.404 -4.861 0.083
O -3.524 2.141 8.891 -0.116
O -7.800 0.968 0.562 -0.202
H -7.973 3.721 -2.837 0.120
H 1.019 -11.028 -7.361 0.120
O 10.278 4.391 -3.579 -0.220
H 8.298 -8.485 -0.513 0.075
C -9.851 3.833 8.164 -0.209
H -0.570 -0.375 -4.216 0.026
H 6.133 3.359 3.459 0.126
H 13.761 5.424 -2.134 0.125
H -5.452 -9.929 -9.599 0.089
C -7.204 0.205 1.622 -0.089
H -13.131 3.623 10.534 0.089
H -3.762 0.261 8.090 0.070
C 14.426 7.304 -2.830 -0.246
H 6.204 1.077 2.218 0.087
H -1.910 -10.789 -7.731 0.113
O 9.279 -6.999 -1.701 -0.120
C 2.526 5.984 1.568 -0.245
H -0.687 -6.180 1.593 0.069
C 2.500 4.393 -0.249 -0.078
H 4.371 -2.592 -2.157 0.078
H 2.208 -1.529 -0.993 0.122
H -8.710 -0.378 -0.831 0.114
H -4.970 6.804 -0.930 0.079
H 17.256 7.829 -3.481 0.078
H 8.552 3.261 -3.550 0.082
H -1.837 -7.062 -0.072 0.078
C 9.251 3.698 -4.264 -0.110
H -11.276 2.807 9.451 0.112
C -0.791 0.549 2.034 -0.098
H -2.620 -12.051 -10.515 0.120
H -6.009 -11.189 -8.521 0.088
H -7.919 5.465 7.578 0.120
H 9.679 -6.156 -1.478 0.069
H 0.381 -9.219 -8.856 0.120
O -8.837 7.264 5.747 -0.193
C -13.305 4.203 9.628 -0.133
C 0.532 -10.974 -4.771 -0.093
C -11.271 3.503 8.612 -0.216
H -3.982 5.969 -2.042 0.082
H 4.118 -4.017 -3.028 0.080
C -0.051 -1.661 2.477 -0.176
H 0.231 0.765 1.722 0.082
H -3.505 -10.731 -11.038 0.105
H -6.942 -0.201 -0.864 0.106
H -1.511 1.171 1.502 0.085

(7)
20
Properties=species:S:1:pos:R:3:lowdin_charge:R:1 method="wB97M-V/def2-TZVPD" largest_force_ev_per_a=5.018 homo_lumo_gap_ha=0.3543 relative_energy_kj_mol=0.0 lumo_energy_ev=0.80 e_tot_ha=-723.1514
H 1.122 -2.839 0.425 0.083
C -0.459 -0.808 -0.057 -0.465
C 0.326 1.961 -0.391 -0.332
P 1.893 0.790 -0.415 0.942
H 1.098 -0.470 1.492 0.108
H 0.604 2.928 -0.060 0.036
H -1.488 2.257 0.542 0.070
C -0.819 1.509 0.573 -0.194
H 1.616 0.052 -1.569 -0.061
H -2.954 -0.527 -0.964 0.130
H 1.985 -2.042 -0.897 0.063
C 1.767 -2.008 0.151 -0.155
N -1.302 0.207 0.153 -0.119
N -2.719 0.258 -0.251 0.110
H -3.208 -0.072 0.490 0.026
O -0.732 -1.869 -0.582 0.028
H -0.468 1.411 1.591 0.112
H -0.050 2.053 -1.413 0.073
C 1.123 -0.709 0.385 -0.548
H 2.666 -2.082 0.798 0.093

(8)
36
Properties=species:S:1:pos:R:3:lowdin_charge:R:1 method="wB97M-V/def2-TZVPD" largest_force_ev_per_a=0.477 homo_lumo_gap_ha="0.2819 / 0.2420" relative_energy_kj_mol=2.5 lumo_energy_ev="-0.92 / -2.03" spin_multiplicity=2 e_tot_ha=-3143.7109
C 4.177 -3.185 0.067 -0.124
H -0.491 -2.301 -2.030 0.079
H -0.492 -0.657 -2.677 0.068
C -1.048 4.655 0.255 -0.354
C 4.834 -0.867 -0.012 -0.122
C 2.847 -2.818 0.013 -0.581
H -3.856 -1.094 2.736 0.089
C 3.492 -0.550 -0.067 -0.520
S 0.083 2.328 1.281 0.606
Cl 6.833 -2.676 0.132 0.673
C -1.120 -1.436 -2.244 -0.019
N -2.087 0.055 0.869 0.062
C 5.163 -2.207 0.059 -0.671
C -2.999 -1.422 -0.448 0.038
H 5.595 -0.101 -0.032 0.113
N -1.818 6.030 -1.787 0.166
C -4.240 -0.778 1.766 -0.006
S -0.185 2.602 -1.419 0.600
C -1.788 -0.980 -0.996 -0.304
H -1.865 -1.716 -2.987 0.088
Ru 0.539 0.773 -0.356 0.660
C -3.157 -0.744 0.744 -0.272
N -1.245 -0.084 -0.170 -0.141
O 1.186 -1.115 -0.090 -0.285
H -4.698 0.204 1.883 0.090
C -1.247 5.176 1.571 -0.226
H 4.445 -4.230 0.115 0.109
H -3.678 -2.140 -0.873 0.120
C -0.486 3.430 0.085 -1.062
Cl 1.616 -4.036 0.007 0.712
C 2.451 -1.473 -0.046 -0.466
N -1.418 5.570 2.638 0.166
Cl 2.995 1.132 -0.176 0.752
H -5.011 -1.480 1.459 0.085
H -1.856 0.707 1.604 0.106
C -1.469 5.426 -0.873 -0.229